C31H44As3INiO2 | ωB97M-V/def2-TZVPD

Frontier orbital gap (spin up / spin down) = 7.7 / 7.7 eV
Energy above the lowest of the compared OMol25 structures with the same formula, charge and spin = 14.58 kcal per mole
LUMO (spin up / spin down) = -0.0100 / -0.0036 Eh
Energy = -268615.842 eV

```
! wB97M-V def2-TZVPD RIJCOSX def2/J DEFGRID3
* xyz 0 1
Ni -1.159 -0.736 -0.455
C 1.716 3.144 2.120
As 0.886 1.705 1.068
C -0.490 1.247 2.383
C 2.145 0.258 1.558
C 3.242 -0.061 0.535
C 3.889 1.227 0.015
C 2.722 -0.892 -0.656
As 0.948 -0.681 -1.467
C 1.123 0.837 -2.655
C 1.099 -2.180 -2.687
C 4.342 -0.885 1.235
As 3.768 -2.592 2.062
C 3.385 -1.956 3.882
C 5.593 -3.208 2.443
H 2.005 2.797 3.113
H 0.996 3.957 2.222
H 2.593 3.527 1.601
H -0.046 0.943 3.332
H -1.127 0.447 2.004
H -1.116 2.124 2.544
H 1.548 -0.640 1.716
H 2.593 0.522 2.520
H 3.181 1.828 -0.562
H 4.737 0.996 -0.634
H 4.256 1.835 0.845
H 2.723 -1.954 -0.398
H 3.413 -0.777 -1.497
H 2.066 0.792 -3.200
H 1.073 1.744 -2.057
H 0.278 0.822 -3.343
H 2.079 -2.168 -3.165
H 0.320 -2.105 -3.443
H 0.969 -3.106 -2.128
H 4.819 -0.275 2.008
H 5.117 -1.151 0.508
H 2.384 -1.532 3.936
H 4.112 -1.207 4.198
H 3.435 -2.809 4.560
H 6.090 -3.468 1.509
H 5.546 -4.100 3.067
H 6.171 -2.440 2.957
I -2.658 -1.858 -2.446
C -2.152 -3.708 -1.618
C -2.567 -4.853 -2.234
C -2.250 -6.105 -1.669
C -1.563 -6.164 -0.493
C -1.139 -4.982 0.165
C -0.475 -5.056 1.414
C -0.101 -3.916 2.056
C -0.322 -2.660 1.448
C -0.932 -2.510 0.225
C -1.397 -3.709 -0.415
H -3.147 -4.805 -3.146
H -2.574 -7.011 -2.165
H -1.338 -7.119 -0.034
H -0.287 -6.031 1.847
H 0.389 -3.965 3.021
H 0.010 -1.782 1.991
C -5.039 6.543 -0.688
C -4.331 5.246 -0.978
C -3.030 5.233 -1.462
C -2.361 4.042 -1.724
C -0.948 4.043 -2.242
C -3.020 2.840 -1.484
C -4.325 2.820 -0.991
C -5.027 1.511 -0.749
C -4.964 4.029 -0.750
C -2.320 1.537 -1.776
O -2.249 1.107 -2.923
O -1.764 1.000 -0.742
H -4.500 7.390 -1.112
H -5.127 6.709 0.388
H -6.048 6.543 -1.101
H -2.520 6.174 -1.644
H -0.553 5.057 -2.298
H -0.896 3.593 -3.235
H -0.299 3.461 -1.583
H -5.132 0.946 -1.678
H -6.022 1.670 -0.336
H -4.462 0.887 -0.053
H -5.983 4.020 -0.376
*
```

Results of the Löwdin charge analysis, in e, for atoms 1 through 5: number 1, Ni, carries 0.12; number 2, C, carries -0.32; number 3, As, carries 1.13; number 4, C, carries -0.31; number 5, C, carries -0.38